[1]
Entry from OMol25: a cluster of 13 separate species, C12H48N24O16S in total (the ωB97M-V functional and the def2-TZVPD basis).

```
101
C12H48N24O16S | OMol25 | the ωB97M-V functional and the def2-TZVPD basis
S 0.29164 0.48440 0.56854
O 0.85433 0.61841 -0.79373
O -0.55417 1.61934 0.97613
O -0.51487 -0.74641 0.68508
O 1.40143 0.45954 1.52379
C 2.77515 1.42044 -4.26106
O 1.96455 2.18818 -4.76942
N 3.88799 0.91821 -4.89299
N 2.63407 0.97411 -3.00379
H 4.30355 1.30705 -5.71970
H 4.58704 0.40315 -4.38528
H 3.26510 0.22256 -2.77609
H 1.89580 1.13078 -2.33425
C -3.71825 -0.62736 -0.77113
O -3.75905 -1.57016 0.01577
N -2.58603 -0.18716 -1.33959
N -4.82821 0.10770 -1.13340
H -2.60591 0.64926 -1.88774
H -1.69890 -0.47110 -0.94108
H -4.70843 0.81033 -1.83728
H -5.67885 -0.21112 -0.70687
C 4.39642 -2.42642 0.04423
O 5.18174 -2.55219 0.98571
N 3.67934 -1.32902 -0.27011
N 4.17375 -3.50629 -0.75490
H 3.81620 -0.66466 0.48251
H 3.06558 -1.23431 -1.05386
H 4.68899 -4.35935 -0.66869
H 3.65239 -3.27888 -1.58378
C 0.04357 5.07487 -0.05523
O 0.63393 6.00947 -0.61948
N -1.20903 5.20256 0.44534
N 0.66610 3.92181 0.20489
H -1.72992 6.02617 0.20660
H -1.74309 4.42509 0.79062
H 1.57970 3.71165 -0.16242
H 0.28713 3.07171 0.65803
C -0.93942 -1.57591 -5.00390
O -0.72629 -1.80579 -6.21458
N -2.11243 -1.03136 -4.66296
N 0.06645 -1.45302 -4.11457
H -2.81677 -0.99067 -5.37471
H -2.27952 -0.65085 -3.74743
H 0.19196 -0.75787 -3.40043
H 0.86399 -2.00998 -4.36834
C -3.69579 -2.98003 3.12547
O -4.25772 -3.35833 4.16098
N -2.94561 -1.87120 2.93645
N -3.88935 -3.72088 1.99910
H -2.81658 -1.45822 2.02597
H -2.82720 -1.36995 3.80023
H -4.28916 -4.63284 2.08886
H -3.72378 -3.28763 1.10897
C -0.44081 -3.63979 -1.56351
O -0.75896 -4.59942 -2.27531
N 0.81989 -3.12616 -1.52869
N -1.19965 -3.13586 -0.57862
H 0.98715 -2.32045 -0.95319
H 1.51697 -3.41575 -2.18567
H -0.87107 -2.42956 0.08049
H -2.16625 -3.41046 -0.61874
C 0.83231 -3.70323 2.52024
O 0.98348 -4.88001 2.83790
N 1.77693 -3.06571 1.75559
N -0.20397 -2.89697 2.81066
H 2.40627 -3.63891 1.21957
H 1.62541 -2.14957 1.36816
H -0.77718 -3.16030 3.59003
H -0.27089 -2.05614 2.24912
C -1.64300 2.71105 -2.82483
O -2.16848 3.29466 -3.78715
N -2.16451 2.92304 -1.59304
N -0.46774 2.05596 -2.82012
H -1.63550 2.67459 -0.77000
H -3.02906 3.42079 -1.49734
H -0.02218 1.76548 -1.93715
H 0.06785 2.01314 -3.67833
C -3.06946 2.83411 3.12600
O -3.90564 3.36404 3.85568
N -3.40803 1.95506 2.14612
N -1.73511 3.11578 3.17169
H -4.37873 1.72395 2.04656
H -2.66950 1.53187 1.60473
H -1.32138 3.36154 4.05277
H -1.20223 2.53406 2.54065
C 0.85710 -0.11335 5.03376
O 0.91601 -0.14313 6.26339
N 1.91592 -0.16671 4.17016
N -0.29924 0.17541 4.38142
H 2.82645 -0.45994 4.47001
H 1.78480 0.12727 3.20334
H -0.22761 0.25040 3.38206
H -1.18085 0.03336 4.83360
C 4.14674 2.34648 0.76761
O 5.06491 3.17481 0.65463
N 3.85180 1.68569 1.90546
N 3.28106 2.07677 -0.20742
H 3.00728 1.11360 1.89685
H 4.29084 1.96000 2.76398
H 3.45194 2.29334 -1.17191
H 2.61234 1.35734 0.06431
```

Values from the calculation:
* multiplicity: 1
* Kohn-Sham gap: 8.69 eV
* electronic energy: -92598.9149 eV
* relative energy (zero: lowest compared OMol25 entry of this formula, charge and spin): 104.7 kJ/mol
* charge: -2


[2]
Entry from OMol25: a cluster of 12 separate species, C12H48O12 in total (the ωB97M-V functional and the def2-TZVPD basis).

```
72
C12H48O12 | OMol25 | the ωB97M-V functional and the def2-TZVPD basis
C -1.12109 -2.19849 3.01761
O -1.53091 -3.54656 2.92482
H -0.78806 -1.92192 4.01613
H -0.29313 -2.02416 2.32395
H -1.89598 -1.52228 2.64636
H -1.55355 -3.98719 3.77394
C -4.60239 -0.14134 -1.20246
O -3.28848 -0.30651 -0.69824
H -5.14220 -1.08422 -1.09507
H -5.12069 0.69246 -0.71627
H -4.60187 0.07068 -2.27891
H -2.66869 0.18626 -1.26881
C 2.27518 3.75762 1.61795
O 3.54922 4.01385 2.17874
H 1.75824 4.70134 1.46261
H 2.34890 3.20729 0.67758
H 1.69599 3.16055 2.33294
H 4.08033 3.20187 2.14680
C 1.83236 0.48112 -3.34461
O 0.62255 0.15988 -4.03808
H 2.39821 1.19078 -3.96533
H 1.68718 1.03696 -2.41866
H 2.47117 -0.37908 -3.14783
H 0.83920 -0.55803 -4.63765
C -0.78767 3.96455 -1.06682
O -1.24058 4.45510 0.17370
H -1.53440 3.31832 -1.54533
H -0.55232 4.77964 -1.74954
H 0.13677 3.38445 -0.94372
H -1.40750 3.69869 0.76550
C -2.51501 -3.50431 -0.31229
O -1.78462 -4.56600 0.26132
H -3.18126 -3.10109 0.45943
H -1.96455 -2.62075 -0.65924
H -3.11165 -3.82370 -1.16523
H -1.50589 -4.22417 1.11834
C -2.31866 1.79395 -3.34246
O -1.50973 1.00899 -2.46512
H -2.99191 1.16509 -3.93085
H -2.90495 2.48355 -2.73170
H -1.68991 2.40584 -3.99380
H -0.72759 0.72526 -2.97647
C -3.08665 1.49785 1.57561
O -1.83056 2.19538 1.69510
H -3.49633 1.66588 0.58977
H -2.93925 0.43616 1.79842
H -3.75068 1.80861 2.38938
H -1.51989 2.04890 2.59658
C 0.23660 -0.25161 0.02745
O 0.62289 0.80017 0.89017
H -0.77408 -0.61856 0.22622
H 0.24901 0.06071 -1.02154
H 0.95116 -1.06571 0.15776
H -0.17628 1.24193 1.20680
C 4.00850 -1.89460 0.94083
O 2.89229 -2.51142 1.54288
H 3.70364 -1.14047 0.20331
H 4.60200 -1.38814 1.70185
H 4.68121 -2.58659 0.42188
H 2.50237 -3.08700 0.86339
C 3.76300 0.74592 2.46422
O 4.74554 1.45221 1.69056
H 3.78363 1.05302 3.51242
H 2.76272 0.94609 2.08002
H 3.91415 -0.32996 2.35637
H 5.56683 0.96440 1.78408
C 0.98985 -3.32909 -1.37970
O 1.81227 -4.14535 -0.57058
H 0.21675 -3.83224 -1.95991
H 0.52493 -2.53504 -0.80127
H 1.61787 -2.80984 -2.11733
H 2.06645 -4.92592 -1.06800
```

Values from the calculation:
* multiplicity: 1
* Kohn-Sham gap: 9.59 eV
* electronic energy: -37786.9719 eV
* relative energy (zero: lowest compared OMol25 entry of this formula, charge and spin): 534.5 kJ/mol
* charge: 0


[3]
Entry from OMol25: a structure of composition C12H5BrCl5CuNO4 (the ωB97M-V functional and the def2-TZVPD basis).

```
29
C12H5BrCl5CuNO4 | OMol25 | the ωB97M-V functional and the def2-TZVPD basis
Cu 0.48377 0.20134 -0.90232
Br 2.57687 -0.12372 2.02327
C 2.57457 1.47830 1.04137
C 3.40673 2.51860 1.42279
C 3.36656 3.68664 0.68343
C 2.50926 3.78667 -0.40183
C 1.72118 2.69925 -0.70914
N 1.75715 1.56074 0.00283
C 0.74436 2.73054 -1.87484
O 0.66568 3.72749 -2.55331
O 0.06748 1.63180 -2.03101
H 4.06103 2.40123 2.27320
H 4.00382 4.51651 0.96011
H 2.43001 4.67219 -1.01491
Cl 5.28259 -5.08356 -0.05758
C 3.90651 -4.05057 -0.16875
C 3.90644 -2.97751 -1.05205
Cl 5.28174 -2.66492 -2.04162
C 2.79493 -2.14696 -1.13366
Cl 2.79503 -0.78647 -2.21379
C 1.65771 -2.35695 -0.34997
O 0.59714 -1.58617 -0.40782
C 1.67990 -3.44290 0.53574
Cl 0.28971 -3.68973 1.53635
C 2.78519 -4.27641 0.62831
Cl 2.77595 -5.58870 1.74214
O -1.37170 0.07323 0.18535
H -1.38067 -0.88630 0.32850
H -2.15129 0.28549 -0.34147
```

Values from the calculation:
* multiplicity: 2
* Kohn-Sham gap (alpha / beta): 8.11 / 7.05 eV
* electronic energy: -199500.9523 eV
* <S²>: 0.753
* relative energy (zero: lowest compared OMol25 entry of this formula, charge and spin): 10.7 kJ/mol
* charge: 0


[4]
Entry from OMol25: a structure of composition C12H6BaBr2F6N4O7S2 (the ωB97M-V functional and the def2-TZVPD basis).

```
40
C12H6BaBr2F6N4O7S2 | OMol25 | the ωB97M-V functional and the def2-TZVPD basis
Ba 1.46832 -0.04712 -0.26749
F 0.35061 -1.07800 -4.41658
C 1.03387 0.02652 -4.67279
F 2.22119 -0.17625 -4.21894
F 1.12431 0.20832 -6.00858
S 0.24300 1.50827 -3.85045
O -0.20068 1.14663 -2.52757
O -0.74531 1.79742 -4.85461
N 1.35672 2.67285 -3.75039
S 2.55561 2.71733 -2.76322
O 2.67077 3.79876 -1.83972
O 2.53153 1.44593 -2.00203
C 4.14290 2.78907 -3.81160
F 4.81324 1.64947 -3.89308
F 3.86812 3.03809 -5.03775
F 4.98827 3.73304 -3.30097
Br -6.24117 -0.60985 0.61580
C -4.37177 -0.45652 0.70869
C -3.59104 -0.04961 -0.38051
C -2.21424 0.12459 -0.18182
N -1.64161 -0.08564 1.04198
C -2.37219 -0.59543 2.04096
C -3.73568 -0.77790 1.93540
C -1.71614 -1.04804 3.29222
C -2.54099 -1.43672 4.40497
C -1.94609 -1.88119 5.56018
Br -2.93713 -2.20654 7.15650
C -0.55718 -1.87665 5.62932
C 0.15377 -1.43445 4.47032
N -0.38299 -1.05650 3.34216
H -4.05207 0.14058 -1.31746
H -1.55553 0.37734 -0.96530
H -4.35960 -1.19199 2.69939
H -3.60514 -1.46551 4.30641
H -0.10227 -2.33296 6.51747
H 1.24191 -1.45206 4.44996
O 3.38301 -1.52832 -0.79026
N 3.57673 -1.48676 0.52854
O 3.04761 -2.43003 1.13784
O 4.09734 -0.47012 1.01302
```

Values from the calculation:
* multiplicity: 1
* Kohn-Sham gap: 8.94 eV
* electronic energy: -211585.0700 eV
* charge: 0


[5]
Entry from OMol25: a structure of composition C12H6Br4N2O7SeW (the ωB97M-V functional and the def2-TZVPD basis).

```
33
C12H6Br4N2O7SeW | OMol25 | the ωB97M-V functional and the def2-TZVPD basis
W 0.38237 -0.87997 -0.98185
Br -5.27298 2.28140 1.61118
C -3.51322 1.88732 1.07849
C -2.51035 2.86107 1.18563
Br -2.90254 4.56722 1.87101
C -1.21411 2.57843 0.77598
Br 0.19453 3.82211 0.83220
C -0.92834 1.30759 0.30054
O 0.21463 0.93182 -0.28594
C -1.91504 0.33446 0.21381
O -1.50174 -0.76501 -0.41270
C -3.22510 0.62624 0.57320
Br -4.50424 -0.72747 0.35430
O -0.95725 0.93530 -3.77448
Se 0.10283 -0.24867 -3.72508
O 1.29190 0.09093 -2.50383
O -0.48538 -1.51920 -2.65668
O 0.74968 -0.83054 -5.04732
N 2.51707 0.88910 2.12186
C 1.65661 -0.14909 2.18658
O 0.89843 -0.34986 3.10785
C 1.68010 -1.12034 1.01646
C 0.68475 -2.08110 1.00510
C 0.50338 -2.91819 -0.16047
N 1.57902 -3.05584 -1.04171
C 2.48783 -2.11579 -1.06263
C 2.45050 -0.95109 -0.18002
H 2.40746 1.60846 2.81876
H 2.92739 1.16354 1.24756
H -0.02576 -2.10028 1.82088
H -0.24336 -3.69552 -0.17230
H 3.26496 -2.18464 -1.81407
H 3.20599 -0.19238 -0.30233
```

Values from the calculation:
* multiplicity: 1
* Kohn-Sham gap (alpha / beta): 6.82 / 6.82 eV
* electronic energy: -377193.7726 eV
* relative energy (zero: lowest compared OMol25 entry of this formula, charge and spin): 425.9 kJ/mol
* charge: 0


[6]
Entry from OMol25: a structure of composition C12H6N4O4PdSe (the ωB97M-V functional and the def2-TZVPD basis).

```
28
C12H6N4O4PdSe | OMol25 | the ωB97M-V functional and the def2-TZVPD basis
Pd -0.50752 -0.32210 -0.64452
O 0.48581 3.27590 -2.09874
C 0.26408 2.12212 -1.79822
O -0.61125 1.68422 -0.93821
C 1.10348 1.02402 -2.44714
C 2.08332 1.15266 -3.41278
C 2.70539 -0.00564 -3.87183
C 2.35330 -1.25956 -3.37128
C 1.36946 -1.31822 -2.40563
N 0.80387 -0.18658 -2.00265
C 0.81735 -2.55800 -1.70514
O 1.24250 -3.64993 -1.99427
O -0.11779 -2.29760 -0.82105
H 2.33950 2.13443 -3.78453
H 3.47293 0.06864 -4.63111
H 2.81862 -2.17430 -3.70969
Se -2.31959 -2.36867 1.39100
N -2.49538 -2.00939 3.12006
C -2.08243 -0.76655 3.30751
C -2.01083 -0.05439 4.55041
C -1.53637 1.21510 4.52032
C -1.10848 1.81203 3.28036
N -1.16174 1.19600 2.14561
C -1.66510 -0.05614 2.14054
N -1.74636 -0.73687 1.00410
H -2.32579 -0.53594 5.46620
H -1.46245 1.79458 5.43064
H -0.70852 2.82017 3.28004
```

Values from the calculation:
* multiplicity: 1
* Kohn-Sham gap: 7.80 eV
* electronic energy: -95517.9497 eV
* relative energy (zero: lowest compared OMol25 entry of this formula, charge and spin): 0.0 kJ/mol
* charge: 0